Entry 1:
Below is a cluster of 3 separate species, C11H23O10S in total, with properties calculated with the ωB97M-V functional and the def2-TZVPD basis.

The geometry in XYZ format:
```
45
C11H23O10S the ωB97M-V functional and the def2-TZVPD basis
S -4.2876 -0.9638 2.1867
O -5.5779 -2.1181 2.3461
O 1.7411 3.1219 1.2698
O -4.9567 0.4250 2.5126
O -1.6939 -0.7881 3.3125
O -3.8326 -1.0450 0.7104
O 0.9834 -2.3697 -2.0932
O 2.1945 -3.9303 -3.0524
O 1.3407 -2.2482 -4.3592
O -0.3817 2.6780 0.9247
O 0.6846 4.1152 -0.5119
C 0.1776 -1.1862 -2.1522
C 2.7192 -4.5279 -4.2359
C 1.4982 -2.7890 -3.2760
C 2.9040 5.2483 1.4350
C -1.5894 2.9218 0.2071
C 0.6843 3.3726 0.4572
C -2.9976 -1.4548 3.4508
C 2.9530 3.8128 0.9421
C -1.2183 -1.5103 -2.6543
C 0.6717 -1.3295 2.3044
C -0.9576 -1.2781 2.1368
H -1.4518 2.7718 -0.8685
H -1.6670 -2.3106 -2.0569
H -1.1942 -1.8631 -3.6900
H 3.1546 3.7604 -0.1341
H 2.6611 5.2817 2.5020
H 3.8639 5.7464 1.2728
H 1.0921 -1.8122 1.2967
H 1.0376 -2.0593 3.1700
H -1.9444 3.9362 0.4134
H 0.1140 -0.7937 -1.1316
H -2.3436 2.2125 0.5586
H 2.1281 5.8187 0.9152
H 3.3814 -5.3459 -3.9397
H 3.3017 -3.8093 -4.8212
H 3.7675 3.2832 1.4480
H -1.8618 -0.6273 -2.6068
H 0.6595 -0.4148 -2.7642
H -2.8525 -2.6331 3.4010
H 1.1728 -0.2637 2.3758
H -3.4640 -1.2096 4.5222
H 1.9024 -4.9422 -4.8348
H -1.1961 -0.5091 1.2557
H -1.3207 -2.3737 1.8554
```

Results
- charge = -1
- electronic energy (a.u.) = -1583.47291
- gap between HOMO and LUMO (eV) = 7.00
- E_HOMO (eV) = -4.6

***

Entry 2:
Below is a structure of composition C11H24CaNO8P, with properties calculated with the ωB97M-V functional and the def2-TZVPD basis.

The geometry in XYZ format:
```
46
C11H24CaNO8P the ωB97M-V functional and the def2-TZVPD basis
Ca -0.5731 -0.7061 -0.8546
P -2.8887 -1.7184 -0.8492
O 3.0419 -3.2790 -1.6441
O -2.7649 -0.4974 0.0233
O 1.0464 -3.3234 -2.8235
O -2.3566 -1.2311 -2.1848
O -1.7133 -2.5775 -0.4665
O 1.5496 -1.6303 -1.5386
O -3.9952 -2.7671 -1.0268
O 0.7491 -1.1432 1.3779
N -0.2368 1.7263 -0.5222
C 1.6792 -2.1431 1.7597
C 0.4069 2.3516 0.6585
C -0.3040 -1.1229 2.2858
C 0.4989 2.0142 -1.7523
C -0.0585 1.2982 -3.0079
C -1.7120 2.1088 -0.5536
C 1.1615 -2.6648 3.0698
C 1.8378 -2.7388 -2.0903
C -1.9920 3.6132 -0.8181
C 1.8749 2.0362 0.7852
C -0.3403 -2.5063 2.9388
H -2.3340 1.5989 -1.2894
H -0.2482 -0.2693 2.9613
H -1.2702 -1.1449 1.7817
H 0.8242 1.1228 -3.6229
H 2.6037 2.5691 0.1744
H 1.7485 -2.8861 0.9652
H 2.5906 -1.5983 2.0059
H 3.2204 -2.4962 -1.1178
H -3.0589 3.7098 -0.6166
H 2.2492 2.3407 1.7625
H 1.5219 1.6473 -1.6693
H -0.6112 0.3671 -2.8829
H -1.8682 3.9539 -1.8460
H -1.4678 4.3175 -0.1722
H -0.1380 1.9858 1.5288
H -0.6475 -3.2789 2.2339
H -2.1178 1.7786 0.4027
H 0.1718 3.4132 0.7362
H 2.0548 0.9928 0.5261
H -0.9964 -2.4794 3.8088
H -0.7049 1.9655 -3.5780
H 1.6008 -2.0652 3.8671
H 0.5941 3.0683 -2.0129
H 1.3724 -3.7120 3.2868
```

Results
- charge = -1
- electronic energy (a.u.) = -2109.38445
- gap between HOMO and LUMO (alpha / beta) (eV) = 8.15 / 6.34
- E_HOMO (alpha / beta) (eV) = -5.7 / -4.9
- energy relative to the best compared isomer or geometry (same formula, charge and spin) (kJ/mol) = 0.0
- multiplicity = 2

***

Quick rundown of F_max, same order as above: 8.88 5.35 eV/A